Molecular formula: C3HClN2O2S
Method: DFT, ωB97M-V/def2-TZVPD

Properties
* SMILES: O=[N+]([O-])C#CS.N#CCl
* total energy: -33553.18547 eV
* HOMO-LUMO gap: 9.146 eV
* LUMO energy: -0.51 eV
* relative energy (zero: lowest compared OMol25 entry of this formula, charge and spin): 74.1 kcal/mol

```
! wB97M-V def2-TZVPD RIJCOSX def2/J DEFGRID3
* xyz 0 1
O -3.43 -1.04 0.36
N -2.79 -2.01 0.07
O -3.15 -3.11 -0.28
C -1.44 -1.81 0.07
C -0.26 -1.52 0.01
S 1.30 -0.95 -0.11
H 0.92 0.37 0.44
N -0.63 1.66 0.07
C -1.73 1.90 -0.13
Cl -3.32 2.08 -0.10
*
```